Density functional theory data (the ωB97M-V functional and the def2-TZVPD basis) for C31H50Br3N12O14 as an isolated structure at a distorted geometry.

The geometry in XYZ format:
```
110
Properties=species:S:1:pos:R:3:forces:R:3:mulliken_charge:R:1
C 1.768373 -1.823998 -0.729823 0.11 -1.11 0.49 1.575
C 0.475095 -1.378687 -1.306686 -1.27 2.08 0.05 0.012
N -0.129076 -0.289639 -0.460111 -1.07 -0.32 -0.62 1.406
C 0.357434 0.983138 -0.354069 0.35 0.46 1.51 -0.729
C -0.495974 1.689314 0.455424 0.03 -0.28 -1.43 -0.879
N -1.608425 0.880083 0.641711 1.31 -0.84 -0.17 0.783
C -1.349415 -0.309700 0.079300 -0.22 0.07 -0.09 -0.807
C -2.849082 1.275635 1.255889 -0.88 0.52 -0.76 -0.936
H 1.753577 -2.256284 0.272025 -0.75 0.06 0.02 -0.903
H 2.473738 -0.999567 -0.626870 0.31 -0.21 -0.63 -0.449
H 2.058922 -2.672783 -1.354118 0.86 0.51 0.14 -0.183
H -0.320021 -2.086562 -1.537645 0.38 -0.23 0.67 -0.165
H 0.620420 -0.863157 -2.261119 0.36 -0.14 -0.10 0.202
H 1.323468 1.254021 -0.746378 0.00 -0.01 0.06 0.304
H -0.455080 2.730106 0.724892 -0.17 -0.07 0.23 0.711
H -2.090394 -1.091175 -0.074833 0.13 -0.34 0.27 0.553
H -3.690311 0.733099 0.822007 0.29 -0.46 0.06 0.400
H -3.013223 2.286101 0.877855 -0.04 0.23 0.75 0.229
H -2.860881 1.177851 2.337466 0.22 0.23 -0.02 0.281
C -3.903010 -3.345598 -0.623228 -1.24 -1.66 0.72 0.416
O -3.138944 -3.521939 0.422736 1.04 0.64 -0.21 -0.889
O -5.015290 -3.927602 -0.686614 0.38 0.65 -0.20 -0.845
O -3.470669 -2.609146 -1.616358 1.12 1.08 -0.64 -0.904
C 3.629410 -5.871115 1.680646 1.67 0.49 0.73 -0.507
Br 3.822337 -4.016057 1.093261 -0.31 -0.96 0.21 0.273
Br 3.701181 -5.969303 3.663315 -0.32 0.03 -1.03 -0.063
Br 5.209968 -6.885406 1.000869 -0.97 0.29 0.14 -0.094
H 2.720689 -6.336636 1.325873 0.04 0.10 -0.02 0.430
C 2.942085 2.150890 2.883656 0.36 -0.37 0.33 -0.350
C 3.235915 0.807976 2.734506 -0.43 0.85 -0.74 -0.965
C 2.198614 -0.078939 2.892915 -0.38 -2.75 1.19 0.575
C 1.036567 0.259167 3.557974 -1.09 2.09 -0.78 -0.239
C 0.777753 1.629560 3.790601 -0.03 -0.35 0.11 -0.634
C 1.714718 2.556567 3.421546 1.54 1.07 -1.31 0.472
O 1.394169 3.920554 3.333791 -1.30 -0.27 0.66 -0.586
O 2.435233 -1.378645 2.553621 0.42 0.28 -0.50 -0.303
H 3.709080 2.832269 2.534504 -0.21 0.41 0.21 0.277
H 4.152488 0.467294 2.282196 0.10 -0.01 0.08 0.503
H 0.155044 -0.367649 3.584516 0.39 -0.58 0.37 0.258
H -0.164711 1.984661 4.188465 -0.09 -0.18 -0.01 0.574
H 2.123687 4.527497 3.199991 0.42 -0.47 0.03 0.255
H 1.676996 -1.993582 2.613307 -0.01 0.01 0.48 0.070
C -3.726981 6.617687 4.131331 -0.18 -0.91 -0.16 -0.659
C -3.156084 5.372419 3.920680 0.20 0.00 -0.50 -0.393
C -2.124727 5.218115 2.995532 0.05 0.51 0.13 0.008
C -1.679940 6.301745 2.226126 -0.80 0.31 0.63 -0.084
C -2.312360 7.540335 2.410982 0.18 -0.31 0.12 -0.672
C -3.329789 7.677272 3.343061 -0.56 0.17 -0.18 0.457
O -4.027414 8.868481 3.412768 0.53 0.54 -0.10 -0.576
O -1.533609 3.979655 2.922046 0.32 0.17 -0.18 -0.169
H -4.533662 6.708378 4.847478 -0.02 0.20 -0.02 0.375
H -3.520543 4.466260 4.385652 0.08 0.14 0.37 0.427
H -0.923512 6.190734 1.461920 0.10 -0.14 0.09 0.460
H -2.046919 8.417829 1.836784 0.06 -0.08 -0.14 0.423
H -4.973910 8.711951 3.411592 0.00 -0.21 0.12 0.316
H -0.589865 4.153497 3.076539 0.23 -0.47 -0.16 0.117
C 4.514159 -1.235203 -2.690094 0.26 -0.67 -1.05 -0.398
C 4.257063 0.121641 -2.566804 0.01 -0.33 -0.43 -0.557
C 4.596311 0.748824 -1.391268 -0.29 0.53 -0.13 0.410
C 5.262295 0.053498 -0.384872 -0.36 -0.60 -0.22 -0.582
C 5.639371 -1.275515 -0.581169 -0.34 1.27 -0.05 -0.336
C 5.295337 -1.903084 -1.789061 0.00 -0.92 1.64 -0.157
O 5.664237 -3.194339 -1.849031 0.89 -0.56 0.20 -0.597
O 4.319780 2.069649 -1.111936 0.49 0.59 0.79 -0.612
H 4.172438 -1.850756 -3.516383 -0.02 0.43 -0.30 0.448
H 3.888519 0.609009 -3.461407 -0.44 0.38 0.36 0.427
H 5.344756 0.560844 0.563749 0.45 -0.03 0.06 0.622
H 6.132337 -1.815529 0.213977 0.07 -0.17 -0.11 0.549
H 5.278675 -3.805875 -2.509840 -0.68 0.87 -0.13 0.554
H 3.653049 2.536503 -1.616676 -0.09 -0.62 -0.55 0.346
C -2.726230 5.382492 -1.467420 1.56 0.66 -0.40 0.689
O -1.697802 4.979685 -2.012422 -0.72 0.02 0.48 -0.650
N -2.781364 6.656337 -0.974144 0.24 0.75 0.24 -0.375
N -3.855067 4.665543 -1.318391 -0.42 -1.23 0.20 -0.407
H -3.598962 7.146092 -0.663102 -0.18 -0.31 -0.01 0.164
H -1.928667 7.184503 -0.993246 0.00 -0.07 -0.20 0.207
H -3.688249 3.673791 -1.475233 -0.43 0.07 -0.46 0.105
H -4.444946 4.875973 -0.530699 -0.02 0.08 -0.03 0.285
C -3.854719 0.855692 -2.405792 -0.28 0.16 -1.56 0.467
O -3.926590 1.967120 -2.946706 -0.02 -0.17 1.07 -0.765
N -4.848098 0.262724 -1.683199 0.18 0.02 0.58 -0.238
N -2.813219 0.008223 -2.582051 0.57 0.50 0.16 -0.006
H -4.755309 -0.735497 -1.491639 -0.27 0.06 0.01 0.143
H -5.710257 0.749394 -1.527896 -0.01 -0.05 -0.19 0.195
H -2.030923 0.223336 -3.170349 -0.24 0.31 -0.14 0.154
H -2.936009 -0.916255 -2.225363 0.10 -1.27 0.23 0.004
C -0.190675 -3.712119 2.130776 -0.16 -1.66 1.65 0.431
O 0.790768 -3.762471 2.901036 -0.18 0.79 -0.88 -0.715
N -1.254289 -2.895660 2.266315 0.41 1.05 -0.39 -0.031
N -0.454382 -4.680881 1.197905 0.08 1.21 -0.21 -0.165
H -1.407328 -2.259849 3.025398 0.50 -0.13 0.13 0.257
H -1.894797 -2.885325 1.475206 -1.10 -0.14 -0.13 0.075
H -1.372706 -4.559770 0.757290 0.08 -0.74 -0.27 0.189
H 0.197330 -5.430131 1.078764 -0.13 -0.06 -0.12 0.160
C 2.886642 -4.903969 -3.702736 0.06 0.31 -0.67 0.352
O 4.024542 -4.464960 -3.487846 -0.07 -0.13 0.49 -0.798
N 2.737273 -6.119657 -4.310470 -0.32 -1.08 -0.53 -0.425
N 1.731763 -4.256942 -3.450553 5.22 1.58 1.59 -0.322
H 1.991901 -6.298829 -4.961770 -0.37 0.20 0.38 0.193
H 3.521532 -6.731083 -4.440185 0.39 0.49 0.05 0.214
H 0.839017 -4.632792 -3.720741 -0.11 -0.73 -0.09 0.733
H 1.886776 -3.470879 -2.841604 -0.19 0.12 -0.44 -0.088
C -0.955913 -4.205213 -3.507146 -2.34 -0.76 0.53 0.332
O -0.267932 -5.018393 -4.148553 -2.84 -0.79 -1.24 -0.735
N -1.932829 -3.487497 -4.123019 0.24 0.12 -0.30 -0.303
N -0.891706 -4.043742 -2.164573 -0.14 0.39 -1.12 -0.051
H -2.149579 -3.834065 -5.040566 -0.01 0.11 -0.07 0.277
H -2.692544 -3.061303 -3.597254 0.04 -0.16 0.41 0.228
H -0.274343 -4.602453 -1.610232 -0.05 -0.19 0.12 0.189
H -1.723578 -3.577811 -1.796469 -0.23 0.07 0.80 -0.246
```
Forces are in eV/Å.

The LUMO energy is 1.5 eV. The calculation puts the calculated total energy at -289637.3056 eV. As for the molecular weight: 1054.52 g/mol. As for the net charge: -1.


Density functional theory data (the ωB97M-V functional and the def2-TZVPD basis) for C31H50BrN3OP2Sn as an isolated structure at a distorted geometry.

The geometry in XYZ format:
```
89
Properties=species:S:1:pos:R:3:forces:R:3:mulliken_charge:R:1
C -0.542291 6.760877 -4.404029 0.01 0.10 -0.10 -0.402
C -0.701259 5.399268 -4.724156 -0.05 0.23 -0.53 0.750
C -1.026043 5.087146 -6.046737 -0.17 0.08 -0.41 -0.431
C -1.172034 6.113276 -6.988656 0.15 -0.26 0.79 -0.334
N -1.020014 7.395650 -6.667908 0.08 0.15 -0.23 -0.543
C -0.705376 7.722849 -5.415323 -0.05 -0.91 0.30 -0.304
C -0.605608 4.327930 -3.763641 -0.07 -0.60 1.54 0.170
C -0.605127 3.496339 -2.862560 -0.33 1.58 -1.18 -1.316
C -0.847095 2.763758 -1.663583 0.63 0.08 -0.22 1.087
C 0.045756 2.889772 -0.582372 -0.27 -0.27 0.02 -0.641
C -0.145554 2.120366 0.568202 0.28 0.37 -0.19 -0.205
C -1.194467 1.194054 0.566369 -0.12 1.28 -0.48 -0.053
C -2.210281 1.196173 -0.405757 0.08 0.59 -0.56 -0.751
C -1.983085 1.946535 -1.566011 -0.47 -0.57 0.50 -0.504
Sn -0.414674 -0.899365 0.271064 -0.53 -1.17 1.44 0.366
P 2.182966 -1.603804 0.560126 0.68 0.37 0.04 0.700
H -1.198978 4.056644 -6.343356 0.12 0.14 0.04 0.390
H -0.324276 7.089008 -3.392497 0.05 -0.15 -0.12 0.408
H -1.421523 5.872141 -8.020654 0.03 0.15 0.18 0.365
H -0.580715 8.784360 -5.200124 -0.06 -0.27 -0.02 0.377
H -2.663390 1.913698 -2.423296 0.13 -0.06 0.46 0.571
H 0.870729 3.594247 -0.680865 -0.13 -0.25 0.19 0.528
H -3.082535 0.546601 -0.331565 0.17 0.14 0.09 0.674
H 0.554349 2.212261 1.399402 -0.31 -0.24 -0.11 0.484
C 2.612398 -3.180443 1.411672 -0.40 -0.22 0.07 -0.759
C 3.554857 -4.122461 0.662443 0.20 -0.16 -0.04 -1.147
H 1.651999 -3.677775 1.627826 0.36 0.05 0.06 0.463
H 3.057942 -2.904449 2.381617 -0.31 0.08 -0.28 0.455
H 3.735560 -5.025912 1.256191 -0.12 0.19 -0.05 0.412
H 3.131029 -4.451228 -0.291120 0.12 0.03 0.12 0.245
H 4.535981 -3.668941 0.480784 -0.27 -0.03 -0.07 0.254
C 2.269186 -1.822163 -1.284884 -0.15 -0.43 -0.06 0.922
C 3.099896 -0.795425 -2.047684 0.25 0.15 -0.23 -1.651
H 1.235749 -1.748124 -1.678581 0.38 -0.03 0.34 -0.766
H 2.582263 -2.851597 -1.509755 0.07 0.30 0.02 0.284
H 2.882128 -0.873183 -3.120145 0.05 0.01 0.23 0.467
H 2.853258 0.229716 -1.742681 0.10 -0.19 -0.10 0.285
H 4.177970 -0.951887 -1.929217 -0.27 0.10 0.07 0.340
C 3.506280 -0.431806 1.042904 -0.04 0.34 0.03 0.075
C 4.960090 -0.908168 0.985200 0.34 -0.05 -0.06 -1.362
H 3.254280 -0.126778 2.069811 -0.02 -0.07 -0.36 -0.511
H 3.386845 0.456709 0.405716 -0.05 -0.15 0.25 0.500
H 5.623063 -0.064792 1.215713 -0.19 -0.14 0.00 0.436
H 5.186728 -1.688317 1.721147 -0.17 0.10 -0.17 0.312
H 5.261547 -1.266091 -0.006494 -0.17 0.00 0.22 0.276
Br -2.109443 -1.721334 2.345792 1.00 -0.33 -1.11 -0.542
P -2.382475 -3.410481 -2.084610 0.97 1.84 1.06 0.254
C -0.559727 -3.703600 -2.024780 -0.05 -0.71 -0.54 0.761
C -0.218758 -5.148269 -2.430022 0.09 -0.44 -0.05 -1.460
H -0.180398 -3.480884 -1.017866 -0.34 -0.03 -0.19 -0.412
H -0.086719 -3.007707 -2.728566 -0.30 -0.04 0.09 0.372
H 0.844720 -5.253658 -2.689155 -0.33 0.14 0.09 0.377
H -0.422877 -5.861734 -1.617663 -0.05 0.25 -0.27 0.364
H -0.809044 -5.448373 -3.308231 0.29 -0.01 0.23 0.439
C -3.000033 -3.264045 -0.366016 -0.37 -0.88 0.03 0.704
C -4.396345 -3.824009 -0.050291 -0.27 -0.01 0.00 -1.445
H -2.965801 -2.192067 -0.123364 0.08 -0.21 -0.22 -0.625
H -2.260499 -3.778283 0.262598 -0.08 0.15 -0.19 0.508
H -4.528658 -3.863521 1.040717 0.13 0.03 -0.36 0.359
H -5.199772 -3.184952 -0.444245 0.28 -0.24 -0.01 0.358
H -4.513562 -4.840389 -0.449694 -0.03 0.29 0.17 0.402
C -2.644772 -1.761221 -2.871353 -0.67 -0.29 -0.53 0.287
C -2.932497 -1.880396 -4.377607 -0.02 0.02 -0.24 -1.408
H -1.787054 -1.100216 -2.683021 -0.03 -0.39 0.16 -0.038
H -3.520644 -1.327223 -2.367875 0.17 -0.16 -0.04 0.399
H -3.294667 -0.927310 -4.779939 0.09 -0.19 0.15 0.402
H -2.037950 -2.153477 -4.950305 -0.17 -0.01 0.17 0.346
H -3.705728 -2.635663 -4.561932 0.15 0.21 -0.05 0.402
C -2.238372 1.176073 3.728752 -0.82 -0.74 0.02 -0.952
N -1.106318 0.960304 4.597912 0.86 -0.02 -1.14 0.404
C -1.468711 0.953812 5.998058 -0.11 0.53 0.45 -0.666
C -0.277835 0.645122 6.863040 0.10 -0.04 0.65 -0.678
C 0.894210 1.461303 6.368082 -0.09 0.12 0.05 -0.562
N 1.185532 1.094421 5.006961 -0.60 -0.30 -1.16 0.143
C 2.521632 1.418367 4.582029 0.54 -0.06 -0.06 -0.263
C 0.180204 0.823374 4.095856 0.12 -0.37 1.06 -0.055
O 0.458430 0.435616 2.936825 -0.47 0.82 0.20 -0.383
H -1.959884 1.653866 2.784275 0.00 0.07 0.26 0.211
H -2.980856 1.778844 4.286381 0.45 -0.02 -0.45 0.465
H -2.712055 0.204634 3.482746 0.04 0.96 0.19 0.134
H -1.836007 1.963243 6.260354 -0.03 -0.30 -0.05 0.365
H -2.304369 0.251929 6.166157 0.36 0.14 -0.13 0.359
H -0.040881 -0.427206 6.868353 0.00 0.26 -0.01 0.292
H -0.503075 0.973493 7.881208 -0.01 -0.32 -0.01 0.354
H 1.824424 1.245191 6.910271 -0.46 0.27 0.25 0.369
H 0.642732 2.536659 6.430474 0.27 -0.23 0.18 0.286
H 2.676155 2.504305 4.466782 -0.15 -0.21 -0.05 0.324
H 3.194256 1.088873 5.380347 0.12 0.00 -0.29 0.414
H 2.794998 0.919904 3.649985 -0.21 0.10 0.25 -0.281
```
Forces are in eV/Å.

The LUMO energy (spin up / spin down) is -7.8 / -8.7 eV. The calculation puts the calculated total energy at -133908.9660 eV. As for the molecular weight: 741.32 g/mol. As for the net charge: +2.